A) DFT (ωB97M-V/def2-TZVPD) results for one molecule with the formula C3H7NOS.

Values from the calculation:
2S+1   1
Gap between HOMO and LUMO   10.102 eV
SMILES   N[C@H](C=O)CS
HOMO energy   -9.291 eV

Element x y z (Å)
N (0.38880, 0.34512, 1.61488)
C (0.24931, -0.28015, 0.29615)
C (1.55336, -0.15809, -0.50263)
O (2.22188, 0.83729, -0.51520)
C (-0.92485, 0.33069, -0.48423)
S (-2.12994, -1.00614, -0.78438)
H (0.96334, 1.17589, 1.54997)
H (0.80455, -0.31269, 2.25823)
H (0.06863, -1.34152, 0.46810)
H (1.84647, -1.06660, -1.06653)
H (-1.38192, 1.13086, 0.08534)
H (-0.59073, 0.69962, -1.45415)
H (-3.06888, -0.35429, -1.46554)



B) DFT (ωB97M-V/def2-TZVPD) results for one molecule with the formula C3H7NOS.

Values from the calculation:
2S+1   1
Gap between HOMO and LUMO   9.891 eV
SMILES   NC(=O)CCS
HOMO energy   -9.164 eV

Element x y z (Å)
N (0.64716, 2.17879, -0.22381)
C (-0.19463, 1.21040, 0.26160)
O (-1.07858, 1.45561, 1.04451)
C (0.17048, -0.20599, -0.20942)
C (-0.70406, -1.24356, 0.45769)
S (-0.39892, -2.92362, -0.22432)
H (0.31582, 3.13319, -0.28925)
H (1.28093, 1.92441, -0.96408)
H (1.18900, -0.34163, 0.17333)
H (0.17114, -0.24626, -1.29518)
H (-0.51722, -1.24760, 1.52148)
H (-1.75715, -1.01024, 0.29911)
H (0.87602, -2.68349, -0.55166)



C) DFT (ωB97M-V/def2-TZVPD) results for one molecule with the formula C3H7NOS.

Values from the calculation:
2S+1   1
Gap between HOMO and LUMO   10.011 eV
SMILES   C=C(C)[S@H](=N)=O
HOMO energy   -9.761 eV

Element x y z (Å)
C (0.40253, -1.78755, -0.10848)
C (0.02937, -0.39962, -0.27484)
C (-0.74341, 0.08061, -1.47286)
S (0.17779, 0.85974, 0.97490)
N (1.50124, 0.79951, 1.70070)
O (-1.03713, 0.99971, 1.69920)
H (0.89290, -2.01805, 0.90702)
H (0.01210, -2.45545, -0.78444)
H (-0.05953, 0.56452, -2.16110)
H (-1.31047, -0.70565, -1.98864)
H (-1.33622, 1.01827, -1.08545)
H (0.12129, 2.01225, -0.09584)
H (1.34955, 1.03171, 2.68983)



Short version: B) is the most stable of them.



A) DFT (ωB97M-V/def2-TZVPD) results for a 2-piece molecular cluster, C5H11N2O overall.

Values from the calculation:
2S+1   1
Gap between HOMO and LUMO   10.237 eV
Total charge   +1
HOMO energy   -14.281 eV

Element x y z (Å)
C (-0.65513, -1.77870, -0.18714)
C (0.40302, -0.76176, -0.31224)
C (-1.48803, 0.35916, -0.01067)
C (0.70343, 1.71109, 0.01151)
C (-0.10274, 0.44812, -0.06498)
N (-2.44812, 1.29884, -0.01547)
N (-1.85404, -0.95640, 0.00584)
O (3.44709, -0.46304, 0.17858)
H (-0.22963, -2.31750, 0.66599)
H (-0.86206, -2.57952, -0.90184)
H (1.41556, -1.03998, -0.34036)
H (1.72716, 1.42891, -0.24173)
H (0.36079, 2.65311, -0.55617)
H (0.72386, 2.04972, 1.01976)
H (-2.46769, 2.24847, 0.35304)
H (-3.35621, 0.86521, 0.21354)
H (3.15974, -1.32229, 0.13328)
H (-2.86416, -1.38149, 0.00650)
H (4.38716, -0.46196, 0.04258)



B) DFT (ωB97M-V/def2-TZVPD) results for an isolated ion of composition C5H11N2O and charge +1.

Values from the calculation:
2S+1   1
Gap between HOMO and LUMO (alpha / beta)   5.448 / 5.447 eV
Total charge   +1
HOMO energy (alpha / beta)   -11.943 / -11.943 eV

Element x y z (Å)
C (1.46154, -0.06030, 0.32929)
C (-0.86630, 0.40573, 0.40486)
C (0.17370, -0.70677, 0.77164)
C (-0.01428, -1.12639, 2.27334)
C (-0.94462, 1.37601, -3.02148)
N (-0.76303, 1.46840, -1.69173)
N (2.55531, -0.63587, 0.66414)
O (-1.15971, 0.47389, -0.96965)
H (-1.88942, 0.11085, 0.83397)
H (-0.73540, 1.43129, 0.64131)
H (-0.01639, -1.44440, 0.03417)
H (-0.22433, -0.23626, 2.93728)
H (0.90238, -1.59633, 2.68171)
H (-0.89761, -1.81859, 2.36697)
H (-1.39777, 0.38898, -3.27384)
H (-1.91091, 2.00073, -3.10446)
H (-0.10042, 1.73011, -3.52616)
H (2.39657, -1.52321, 1.23611)
H (3.43070, -0.23788, 0.41252)



Short version: A) is the most stable of them.



A) DFT (ωB97M-V/def2-TZVPD) results for a 2-piece molecular cluster, C12H11NO overall.

Values from the calculation:
2S+1   1
Gap between HOMO and LUMO   8.080 eV
HOMO energy   -9.175 eV

Element x y z (Å)
C (0.23596, 1.51923, 0.40018)
C (-1.00694, 0.59033, 0.03069)
C (-2.18607, 0.76466, 0.80497)
C (-3.46168, 0.00692, 0.63942)
C (-3.58497, -1.03083, -0.24929)
C (-2.45498, -1.34290, -1.18535)
C (-1.42110, -0.23758, -1.05475)
C (1.50660, 0.65693, 0.29500)
C (1.88906, -0.55686, 1.08126)
C (2.87585, -1.34072, 0.88034)
C (3.72618, -0.97788, -0.17233)
C (2.46604, 0.81588, -0.68102)
H (-0.69630, 2.29480, -1.79642)
H (0.05173, 1.89931, 1.29308)
H (-2.12403, 1.16359, 1.85113)
H (-4.00147, 0.19189, 1.60316)
H (-4.32148, -2.00529, -0.29784)
H (-2.37817, -2.23786, -2.05253)
H (-0.40656, -0.48543, -1.76751)
H (1.55912, -0.49347, 2.20002)
H (2.99194, -2.07855, 1.43574)
H (4.71665, -1.39698, -0.43706)
H (2.33718, 1.53869, -1.33473)
N (3.53891, 0.01188, -1.01852)
O (0.14851, 2.73026, -0.46765)



B) DFT (ωB97M-V/def2-TZVPD) results for C12H11NO as an isolated structure.

Values from the calculation:
2S+1   1
Gap between HOMO and LUMO   8.345 eV
HOMO energy   -7.855 eV

Element x y z (Å)
C (1.07267, -0.07386, -0.63712)
C (0.69722, -1.31046, -0.40706)
C (-2.77540, 0.70245, -0.29147)
C (-2.36460, -1.03131, 0.99023)
C (-1.47503, 0.86989, 0.08222)
C (-1.18530, -0.33491, 0.76809)
C (-0.76250, 2.10708, -0.08761)
C (0.57372, 2.23929, -0.22662)
C (0.18855, -0.80651, 0.97265)
C (1.41489, 1.06865, 0.01547)
C (0.69485, -2.53758, -1.18901)
C (2.55944, 0.98254, 0.96706)
N (-3.41732, -0.35867, 0.36954)
O (0.77342, -0.95655, 1.97429)
H (-3.34175, 1.44246, -0.83522)
H (-2.38427, -2.03374, 1.34336)
H (-1.43250, 2.95707, 0.00588)
H (0.94147, 3.26546, -0.12659)
H (0.29483, -2.29648, -2.24156)
H (-0.07655, -3.30674, -0.91897)
H (1.62971, -3.16124, -1.20225)
H (3.01252, 0.04045, 0.73907)
H (2.00705, 0.77935, 1.91908)
H (3.14572, 1.88043, 1.03709)
H (-4.17592, -0.75506, -0.21475)



Short version: B) is the most stable of them.